[1]
126
Properties=species:S:1:pos:R:3:forces:R:3:lowdin_charge:R:1 method="wB97M-V/def2-TZVPD" homo_lumo_gap_ev=10.8085 smiles=FC(F)C(F)(F)COC(F)(F)C(F)F.FC(F)C(F)(F)COC(F)(F)C(F)F.FC(F)C(F)(F)COC(F)(F)C(F)F.FC(F)C(F)(F)COC(F)(F)C(F)F.FC(F)C(F)(F)COC(F)(F)C(F)F.FC(F)C(F)(F)COC(F)(F)C(F)F.CCOC[Si@H](O)OC#N lumo_ev=0.1 e_homo_ev=-10.69
F -2.478 9.386 2.631 -0.001 -0.049 0.005 0.10
C -1.474 8.644 2.119 0.172 0.109 -0.060 -0.31
F -0.986 9.289 1.036 -0.024 -0.015 0.023 0.10
C -1.978 7.266 1.686 -0.340 -0.125 -0.224 -0.44
F -2.874 7.397 0.686 0.027 0.060 0.048 0.14
F -0.887 6.625 1.174 0.100 0.040 0.123 0.11
C -2.538 6.344 2.776 0.267 -0.638 0.316 -0.05
O -3.948 6.262 2.888 -0.120 0.399 -0.294 0.05
C -4.661 7.116 3.677 0.173 -0.287 0.152 -0.55
F -3.875 7.914 4.418 -0.035 0.043 -0.026 0.16
F -5.382 6.354 4.543 -0.036 0.026 0.056 0.13
C -5.674 7.923 2.859 -0.144 0.073 -0.062 -0.29
F -5.039 8.684 1.947 0.008 -0.001 0.057 0.11
F -6.359 8.738 3.693 0.004 -0.016 -0.002 0.10
H -0.676 8.549 2.860 -0.031 -0.008 0.022 0.17
H -2.248 5.338 2.472 0.018 0.036 -0.116 0.12
H -2.065 6.510 3.744 -0.022 0.248 -0.043 0.14
H -6.369 7.252 2.351 0.012 -0.020 0.017 0.18
F 3.446 1.528 1.792 0.012 0.016 0.134 0.11
C 2.367 2.312 1.980 -0.101 0.111 -0.435 -0.30
F 2.484 3.376 1.151 -0.021 0.051 0.112 0.10
C 2.301 2.822 3.421 0.529 -0.047 0.236 -0.41
F 3.361 3.604 3.690 -0.053 0.010 -0.040 0.15
F 1.181 3.629 3.466 -0.121 -0.008 -0.074 0.07
C 2.110 1.791 4.544 -0.677 -0.114 0.443 -0.05
O 3.253 1.402 5.274 0.445 0.208 -0.487 0.06
C 4.012 0.347 4.822 -0.450 -0.021 0.250 -0.54
F 3.460 -0.220 3.741 0.323 -0.060 -0.016 0.14
F 4.034 -0.582 5.806 0.034 -0.080 -0.041 0.15
C 5.464 0.763 4.573 0.161 0.064 0.032 -0.28
F 5.520 1.726 3.632 -0.050 -0.039 -0.018 0.11
F 6.153 -0.311 4.131 -0.013 0.002 0.000 0.10
H 1.465 1.760 1.717 0.022 0.075 0.016 0.15
H 1.488 2.301 5.281 0.087 0.037 0.046 0.14
H 1.534 0.931 4.206 0.087 0.016 -0.230 0.13
H 5.914 1.133 5.496 -0.015 -0.019 0.009 0.18
F -0.539 -1.566 0.948 0.007 -0.029 0.062 0.11
C -0.078 -1.272 2.173 -0.276 0.182 -0.061 -0.28
F 0.427 -0.003 2.119 0.072 -0.290 0.175 0.06
C 1.009 -2.257 2.605 0.222 -0.180 -0.148 -0.44
F 2.083 -2.161 1.799 -0.049 0.119 0.005 0.14
F 1.395 -1.864 3.857 -0.248 0.080 0.021 0.09
C 0.582 -3.726 2.743 -0.021 -0.361 0.481 -0.04
O 0.919 -4.579 1.671 0.061 0.339 -0.309 0.06
C 0.070 -4.771 0.614 -0.050 -0.171 0.266 -0.54
F -1.131 -4.199 0.811 0.002 0.038 -0.043 0.15
F -0.135 -6.101 0.497 -0.037 -0.016 -0.049 0.15
C 0.707 -4.301 -0.695 0.209 0.030 -0.291 -0.28
F 0.977 -2.978 -0.637 -0.013 -0.074 -0.030 0.09
F -0.160 -4.509 -1.712 -0.033 -0.027 0.017 0.10
H -0.906 -1.277 2.887 0.015 0.013 0.010 0.18
H 1.170 -4.103 3.578 0.048 0.024 -0.018 0.15
H -0.464 -3.822 3.036 -0.049 0.165 -0.170 0.15
H 1.634 -4.843 -0.891 -0.024 -0.045 0.046 0.17
F 4.604 -1.328 -5.554 -0.013 0.013 0.037 0.09
C 4.606 -0.280 -4.704 0.008 0.184 -0.099 -0.30
F 5.560 0.587 -5.110 -0.007 -0.034 0.008 0.10
C 4.928 -0.735 -3.279 0.238 -0.215 0.084 -0.44
F 6.177 -1.244 -3.227 -0.043 0.029 -0.048 0.14
F 4.918 0.404 -2.527 -0.102 0.044 -0.032 0.10
C 3.940 -1.696 -2.608 -0.433 0.122 0.505 -0.04
O 4.296 -3.066 -2.589 0.413 -0.019 -0.377 0.05
C 3.949 -3.917 -3.600 -0.354 0.334 0.322 -0.54
F 3.141 -3.334 -4.504 0.074 -0.070 -0.072 0.15
F 3.240 -4.927 -3.037 -0.071 -0.147 -0.046 0.13
C 5.184 -4.532 -4.263 0.289 -0.184 -0.045 -0.28
F 5.945 -3.561 -4.807 -0.089 -0.031 -0.007 0.11
F 4.794 -5.372 -5.245 -0.072 0.083 -0.069 0.10
H 3.636 0.223 -4.741 -0.013 -0.035 0.004 0.17
H 3.944 -1.410 -1.557 0.050 0.002 0.000 0.15
H 2.919 -1.542 -2.961 0.078 -0.007 -0.208 0.15
H 5.780 -5.085 -3.534 -0.085 0.021 0.069 0.18
F -1.750 0.775 -4.595 -0.018 0.023 -0.030 0.10
C -1.929 1.638 -5.616 0.051 -0.070 -0.163 -0.31
F -0.809 1.627 -6.375 -0.006 -0.003 0.025 0.09
C -2.162 3.059 -5.101 0.171 0.151 0.266 -0.44
F -1.066 3.500 -4.450 -0.019 -0.058 -0.045 0.14
F -2.308 3.827 -6.223 -0.080 -0.073 -0.066 0.10
C -3.416 3.306 -4.252 -0.541 0.351 -0.140 -0.05
O -3.239 3.367 -2.854 0.451 -0.216 -0.012 0.05
C -3.318 2.245 -2.074 -0.294 0.152 -0.061 -0.54
F -3.716 1.165 -2.775 0.060 -0.031 0.020 0.15
F -4.263 2.474 -1.133 -0.021 -0.058 0.029 0.14
C -2.004 1.991 -1.335 0.201 -0.043 0.090 -0.30
F -1.003 1.782 -2.220 -0.057 -0.034 -0.006 0.09
F -2.137 0.873 -0.583 -0.026 -0.014 -0.035 0.08
H -2.770 1.307 -6.231 -0.013 -0.001 0.032 0.17
H -3.736 4.312 -4.522 0.057 0.018 -0.003 0.15
H -4.232 2.639 -4.536 0.154 -0.171 -0.001 0.15
H -1.753 2.834 -0.695 -0.059 0.007 0.031 0.13
F -0.089 -9.719 -4.405 0.022 0.028 -0.035 0.10
C -0.747 -8.945 -5.291 -0.184 -0.047 -0.002 -0.31
F -1.557 -9.745 -6.022 0.017 0.018 0.009 0.10
C 0.225 -8.237 -6.238 0.313 -0.152 -0.147 -0.44
F 0.889 -9.148 -6.978 -0.054 0.011 0.047 0.14
F -0.569 -7.518 -7.087 -0.082 0.053 0.068 0.10
C 1.212 -7.229 -5.632 0.066 0.701 -0.115 -0.04
O 2.541 -7.670 -5.428 -0.159 -0.664 0.108 0.05
C 2.898 -8.284 -4.255 -0.189 0.640 -0.030 -0.54
F 1.893 -8.281 -3.358 0.038 -0.164 -0.001 0.15
F 3.902 -7.562 -3.706 0.160 -0.173 0.063 0.13
C 3.435 -9.695 -4.500 0.118 -0.128 -0.032 -0.28
F 2.490 -10.462 -5.075 -0.014 0.019 0.051 0.11
F 3.771 -10.246 -3.312 0.006 0.002 0.001 0.10
H -1.364 -8.218 -4.755 0.037 0.005 0.024 0.17
H 1.311 -6.454 -6.391 0.007 -0.038 -0.040 0.15
H 0.802 -6.739 -4.750 -0.066 -0.198 0.088 0.15
H 4.314 -9.656 -5.147 0.000 0.026 0.009 0.18
C -6.520 2.557 4.301 0.345 0.130 0.011 -0.06
C -5.650 1.629 5.155 -0.327 0.280 -0.456 -0.25
O -4.263 1.753 4.859 0.006 -0.102 0.272 -0.22
C -3.670 2.914 5.417 0.334 -0.128 -0.774 -0.25
Si -1.826 2.705 5.198 -0.077 0.281 1.201 0.55
O -1.144 4.200 5.105 -0.028 -0.521 -0.551 -0.13
O -1.450 1.741 3.834 0.291 0.648 0.085 -0.06
C -1.517 2.335 2.692 -0.651 -0.593 -0.293 -0.39
N -1.692 2.772 1.640 0.363 0.292 0.175 0.22
H -5.949 3.431 3.985 0.020 0.044 0.063 0.06
H -6.849 2.056 3.394 -0.128 0.002 -0.005 0.07
H -7.372 2.931 4.865 -0.146 -0.130 -0.076 0.08
H -5.903 0.598 4.919 0.047 -0.107 0.251 0.12
H -5.830 1.830 6.214 0.150 -0.138 0.087 0.11
H -3.909 3.018 6.480 -0.032 0.127 0.049 0.10
H -3.968 3.822 4.876 -0.204 0.090 0.204 0.08
H -1.203 2.006 6.334 0.029 -0.342 -0.250 0.03
H -0.238 4.167 4.765 0.024 0.333 0.092 0.04

=====

[2]
79
Properties=species:S:1:pos:R:3:forces:R:3:lowdin_spin:R:1 method="wB97M-V/def2-TZVPD" spin_multiplicity=4 homo_lumo_gap_ev="7.0475 / 7.0112" charge=+1 lumo_ev="-3.7 / -3.8" e_homo_ev="-10.77 / -10.77" relative_energy_kcal_mol=0.0
Mn 0.087 0.286 0.033 -1.670 0.643 -0.467 2.32
C 4.170 0.647 -1.329 0.031 0.054 -0.012 0.00
C 2.713 0.407 -1.115 0.004 0.156 -0.002 -0.01
N 2.092 0.469 0.002 0.494 -0.271 0.314 0.00
N 2.726 0.762 1.173 0.028 -0.019 -0.049 0.00
C 2.000 0.862 2.315 -0.094 0.090 0.030 0.00
N 2.686 1.187 3.414 -0.020 -0.048 0.005 0.00
S 0.344 0.604 2.361 0.036 -0.145 0.073 0.00
C 1.841 0.081 -2.257 -0.117 -0.029 -0.060 0.00
C 2.336 -0.044 -3.536 0.005 -0.007 -0.013 0.00
C 1.454 -0.352 -4.570 0.028 0.008 -0.039 0.00
C 0.125 -0.526 -4.275 -0.059 0.034 0.018 0.00
C -0.305 -0.380 -2.956 0.087 0.035 0.021 0.00
N 0.525 -0.077 -1.970 0.499 -0.162 0.128 0.00
H 4.725 0.887 -0.426 -0.010 -0.007 0.006 0.00
H 4.304 1.478 -2.022 0.000 -0.006 -0.006 0.00
H 4.631 -0.236 -1.774 -0.003 0.000 -0.005 0.00
H 3.723 0.910 1.173 -0.007 0.067 -0.014 0.00
H 3.665 1.417 3.404 0.002 0.000 -0.001 0.00
H 2.184 1.294 4.278 0.004 0.014 0.011 0.00
H 3.387 0.098 -3.739 0.002 0.001 0.012 0.00
H 1.818 -0.454 -5.583 -0.001 0.001 -0.001 0.00
H -0.600 -0.778 -5.035 -0.020 0.002 0.014 0.00
H -1.339 -0.495 -2.704 -0.054 0.025 -0.026 0.00
O -2.191 1.298 -1.838 0.030 -0.373 0.050 0.02
C -2.574 0.622 -0.898 -0.291 0.883 -0.417 0.00
O -1.799 0.137 0.037 0.792 -0.489 -0.192 0.01
C -4.066 0.384 -0.748 -0.180 0.180 0.022 0.00
C -4.736 0.002 -2.071 -0.053 0.089 0.057 0.00
Ge -4.750 -1.716 -3.040 0.059 0.200 -0.176 0.00
C -5.868 -3.080 -2.225 -0.035 -0.066 0.122 0.00
C -5.869 -3.240 -0.839 0.023 0.168 -0.089 0.00
C -6.643 -4.213 -0.226 -0.002 -0.006 0.007 0.00
C -7.432 -5.053 -0.999 0.003 0.008 -0.003 0.00
C -7.431 -4.921 -2.380 -0.005 -0.001 0.007 0.00
C -6.654 -3.943 -2.988 0.104 -0.140 0.009 0.00
C -5.478 -1.068 -4.739 0.035 -0.068 -0.048 0.00
C -6.776 -1.306 -5.186 -0.043 0.062 0.029 0.00
C -7.237 -0.750 -6.374 -0.003 0.003 0.009 0.00
C -6.408 0.060 -7.133 0.008 0.003 0.007 0.00
C -5.118 0.327 -6.693 -0.011 -0.001 0.002 0.00
C -4.665 -0.231 -5.508 0.021 -0.044 -0.046 0.00
C -3.001 -2.526 -3.458 -0.039 -0.015 -0.075 0.00
C -2.091 -2.890 -2.467 0.076 -0.073 0.043 0.00
C -0.908 -3.552 -2.771 -0.036 -0.020 -0.004 0.00
C -0.609 -3.870 -4.088 -0.010 -0.011 0.023 0.00
C -1.501 -3.519 -5.092 -0.012 -0.016 -0.004 0.00
C -2.684 -2.858 -4.777 0.018 -0.032 -0.017 0.00
H -4.442 1.384 -0.508 -0.013 -0.043 0.135 0.00
H -4.332 -0.246 0.097 0.122 -0.150 -0.088 0.00
H -4.369 0.701 -2.826 0.012 0.002 0.003 0.00
H -5.809 0.210 -1.999 0.012 -0.021 0.063 0.00
H -5.247 -2.585 -0.238 -0.095 -0.034 0.063 0.00
H -6.636 -4.315 0.852 0.010 -0.005 0.003 0.00
H -8.043 -5.811 -0.528 0.001 -0.001 0.002 0.00
H -8.034 -5.583 -2.988 -0.004 0.000 0.004 0.00
H -6.645 -3.884 -4.069 -0.012 0.042 -0.012 0.00
H -7.457 -1.907 -4.597 0.011 -0.037 0.003 0.00
H -8.250 -0.948 -6.701 0.000 0.003 -0.003 0.00
H -6.768 0.493 -8.058 0.001 0.000 -0.001 0.00
H -4.469 0.972 -7.271 -0.002 0.001 -0.001 0.00
H -3.654 -0.008 -5.179 -0.009 0.012 0.015 0.00
H -2.292 -2.645 -1.432 -0.100 0.000 0.049 0.00
H -0.224 -3.823 -1.975 0.019 -0.012 0.004 0.00
H 0.306 -4.395 -4.331 0.002 -0.003 -0.001 0.00
H -1.285 -3.769 -6.123 0.001 -0.012 0.001 0.00
H -3.372 -2.610 -5.577 -0.003 0.011 0.008 0.00
O 0.006 1.884 -0.207 0.533 0.325 -0.013 0.68
I -2.641 -2.216 1.360 -0.337 -0.607 0.709 0.00
C -0.727 -2.853 0.893 0.183 0.116 -0.001 0.00
C -0.486 -4.212 1.103 0.001 0.071 -0.048 0.00
C 0.778 -4.712 0.886 0.020 -0.092 0.024 0.00
C 1.772 -3.839 0.475 0.079 -0.029 -0.017 0.00
C 1.444 -2.518 0.286 -0.148 0.059 -0.176 0.00
N 0.213 -2.000 0.470 0.090 -0.267 0.042 0.00
H -1.290 -4.849 1.439 -0.016 0.024 -0.011 0.00
H 0.987 -5.762 1.044 -0.004 -0.001 -0.004 0.00
H 2.784 -4.175 0.298 0.003 0.008 0.003 0.00
H 2.199 -1.826 -0.050 0.031 -0.035 -0.009 0.00